{
  "formula": "C24H42NP3PtS",
  "method": "ωB97M-V/def2-TZVPD",
  "symbols": ["Pt", "P", "P", "P", "H", "C", "C", "H", "C", "C", "C", "C", "C", "C", "C", "C", "C", "H", "H", "H", "H", "H", "H", "H", "H", "H", "H", "H", "H", "H", "H", "H", "H", "H", "H", "H", "H", "H", "H", "H", "H", "H", "H", "H", "H", "H", "C", "C", "C", "C", "C", "C", "S", "H", "H", "H", "H", "H", "H", "N", "C", "C", "C", "C", "C", "C", "C", "H", "H", "H", "H", "H"],
  "positions_angstrom": [[0.096, 0.233, -0.426], [-0.735, 1.929, 0.881], [-2.077, -0.706, -0.526], [2.349, 0.906, -0.245], [0.609, -2.071, -6.729], [1.576, -2.123, -6.225], [1.940, -3.165, -5.482], [1.248, -3.892, -5.056], [-1.100, 3.355, -0.199], [-2.272, 1.742, 1.881], [0.319, 2.575, 2.238], [-2.333, -2.151, -1.576], [-2.631, -1.461, 1.047], [-3.336, 0.465, -1.150], [3.695, 0.322, -1.319], [2.874, 0.321, 1.410], [2.570, 2.714, -0.379], [2.284, -1.319, -6.463], [2.996, -3.415, -5.408], [-1.452, 4.198, 0.406], [-1.880, 3.081, -0.917], [-0.201, 3.655, -0.745], [-2.484, 2.696, 2.385], [-2.132, 0.982, 2.659], [-3.154, 1.487, 1.290], [-0.138, 3.486, 2.647], [1.335, 2.814, 1.924], [0.378, 1.841, 3.047], [-3.372, -2.495, -1.500], [-1.630, -2.949, -1.313], [-2.143, -1.816, -2.595], [-3.103, -0.720, 1.698], [-1.765, -1.909, 1.552], [-3.352, -2.247, 0.779], [-4.261, -0.103, -1.311], [-2.993, 0.884, -2.106], [-3.528, 1.285, -0.450], [4.566, 0.966, -1.120], [3.406, 0.417, -2.369], [3.950, -0.721, -1.101], [3.928, 0.582, 1.576], [2.753, -0.771, 1.442], [2.251, 0.761, 2.196], [3.640, 2.908, -0.520], [2.236, 3.263, 0.504], [2.026, 3.070, -1.261], [0.664, -1.505, -3.345], [0.963, -0.303, -4.019], [0.005, 0.166, -4.911], [-1.193, -0.539, -5.086], [-1.300, -1.879, -4.666], [-0.297, -2.410, -3.868], [1.231, -1.815, -1.770], [-0.423, -0.076, -1.970], [1.886, 0.201, -3.739], [0.161, 1.130, -5.392], [-2.021, -0.053, -5.573], [-2.171, -2.491, -4.894], [-0.246, -3.449, -3.522], [0.164, -0.853, 2.506], [0.143, -0.791, 3.669], [0.105, -0.641, 5.094], [-1.104, -0.502, 5.801], [-1.066, -0.265, 7.173], [0.160, -0.192, 7.835], [1.358, -0.335, 7.136], [1.335, -0.547, 5.759], [-2.041, -0.595, 5.252], [-2.013, -0.156, 7.704], [0.166, -0.058, 8.915], [2.316, -0.298, 7.647], [2.264, -0.650, 5.194]],
  "lowdin_charge": [0.49, 0.65, 0.67, 0.63, 0.12, 0.14, 0.16, 0.10, -0.20, -0.23, -0.24, -0.24, -0.22, -0.21, -0.25, -0.25, -0.23, 0.13, 0.13, 0.08, 0.05, 0.04, 0.08, 0.03, 0.03, 0.08, 0.01, 0.03, 0.09, 0.07, 0.01, 0.04, 0.03, 0.07, 0.08, 0.06, 0.03, 0.08, 0.03, 0.06, 0.08, 0.05, 0.01, 0.07, 0.03, 0.06, -0.73, -0.11, -0.04, -0.01, -0.06, -0.17, 0.86, -0.03, 0.11, 0.14, 0.13, 0.15, 0.13, 0.23, -0.08, -0.13, 0.06, 0.05, 0.11, 0.06, 0.05, 0.15, 0.15, 0.17, 0.15, 0.15],
  "energy_ev": -68963.3040,
  "e_above_lowest_kcal_mol": 1.4,
  "max_force_ev_per_a": 3.20,
  "s_squared": 6.044,
  "multiplicity": 5,
  "charge": 4,
  "homo_ev": [-17.833, -19.377]
}

{
  "formula": "C5H11GeOOsSe3Te",
  "method": "ωB97M-V/def2-TZVPD",
  "symbols": ["Os", "Se", "Se", "Te", "Se", "C", "Ge", "C", "C", "C", "H", "H", "H", "H", "H", "H", "H", "H", "H", "H", "H", "O", "C"],
  "positions_angstrom": [[0.387, -0.386, 0.596], [1.486, 1.255, 1.913], [2.385, -0.342, 3.441], [3.997, -1.118, 1.682], [2.246, -1.412, -0.171], [-3.064, -1.152, -0.553], [-2.067, -2.515, 0.410], [-0.976, -3.546, -0.822], [-3.232, -3.605, 1.489], [-0.845, -1.495, 1.667], [-3.674, -1.614, -1.329], [-2.393, -0.440, -1.033], [-3.727, -0.605, 0.119], [-1.615, -4.190, -1.427], [-0.264, -4.177, -0.289], [-0.426, -2.887, -1.496], [-3.886, -4.155, 0.810], [-3.839, -2.984, 2.146], [-2.674, -4.316, 2.096], [-0.306, -2.200, 2.305], [-1.469, -0.825, 2.273], [0.120, 1.458, -1.866], [0.245, 0.777, -0.977]],
  "nbo_charge": [0.37, 0.10, -0.08, 0.35, 0.09, -1.09, 1.58, -1.09, -1.07, -1.14, 0.26, 0.21, 0.25, 0.26, 0.24, 0.23, 0.25, 0.25, 0.25, 0.29, 0.27, -0.36, 0.61],
  "energy_ev": -269719.4082,
  "e_above_lowest_kcal_mol": 27.3,
  "max_force_ev_per_a": 1.79,
  "charge": 1,
  "homo_ev": [-11.870, -11.870]
}

{
  "formula": "C3H5N3",
  "method": "ωB97M-V/def2-TZVPD",
  "symbols": ["N", "C", "N", "N", "C", "C", "H", "H", "H", "H", "H"],
  "positions_angstrom": [[-1.965, -0.146, 0.069], [-0.529, -0.187, 0.030], [0.280, -1.144, -0.228], [1.590, -0.625, -0.132], [1.862, 0.639, 0.028], [-0.740, 1.073, 0.481], [-2.422, -0.275, -0.826], [-2.419, -0.599, 0.850], [2.253, -1.395, -0.181], [2.961, 0.714, 0.104], [-0.841, 1.939, -0.160]],
  "nbo_charge": [-0.69, 0.27, -0.38, -0.39, -0.16, -0.18, 0.40, 0.40, 0.38, 0.13, 0.21],
  "energy_ev": -7655.8467,
  "e_above_lowest_kcal_mol": 152.4,
  "max_force_ev_per_a": 0.52,
  "homo_ev": -8.258
}

{
  "formula": "C31H38GeN3NiO2",
  "method": "ωB97M-V/def2-TZVPD",
  "symbols": ["Ni", "C", "O", "C", "N", "C", "C", "C", "C", "C", "C", "C", "C", "C", "C", "C", "C", "N", "C", "N", "C", "C", "O", "C", "C", "C", "C", "C", "C", "H", "H", "H", "H", "H", "H", "H", "H", "H", "H", "H", "H", "H", "H", "H", "H", "H", "H", "H", "C", "C", "C", "C", "Ge", "C", "C", "C", "C", "H", "H", "H", "H", "H", "H", "H", "H", "H", "H", "H", "H", "H", "H", "H", "H", "H", "H", "H"],
  "positions_angstrom": [[-0.005, 1.689, -0.098], [-4.215, 2.326, 0.493], [-3.424, 3.562, 0.570], [-2.184, 3.218, 0.449], [-1.892, 1.968, 0.273], [-3.166, 1.226, 0.152], [-3.307, 0.026, 1.062], [-2.598, -0.062, 2.285], [-2.958, -1.057, 3.226], [-3.934, -1.987, 2.922], [-4.561, -1.938, 1.681], [-4.247, -0.945, 0.755], [-1.076, 4.191, 0.437], [-1.086, 5.560, 0.611], [0.131, 6.234, 0.483], [1.302, 5.541, 0.184], [1.215, 4.170, 0.029], [0.053, 3.537, 0.165], [2.247, 3.167, -0.305], [1.871, 1.931, -0.354], [3.056, 1.103, -0.705], [4.136, 2.193, -0.943], [3.475, 3.463, -0.564], [2.805, 0.199, -1.882], [3.258, -1.114, -1.842], [3.095, -1.942, -2.946], [2.469, -1.461, -4.086], [2.005, -0.150, -4.127], [2.176, 0.680, -3.029], [-4.964, 2.470, -0.279], [-4.690, 2.188, 1.461], [-3.284, 0.901, -0.885], [-1.985, 0.774, 2.611], [-2.458, -1.084, 4.186], [-4.208, -2.745, 3.643], [-5.317, -2.672, 1.434], [-4.771, -0.915, -0.194], [-2.006, 6.086, 0.830], [0.163, 7.309, 0.612], [2.251, 6.049, 0.069], [3.318, 0.497, 0.164], [4.426, 2.290, -1.986], [5.010, 2.093, -0.308], [3.762, -1.488, -0.956], [3.470, -2.957, -2.919], [2.352, -2.101, -4.950], [1.528, 0.227, -5.022], [1.839, 1.711, -3.084], [-1.326, -3.378, -2.904], [-1.512, -2.257, -1.890], [-0.175, -1.751, -1.362], [-0.361, -0.621, -0.315], [-0.840, -1.338, 1.465], [0.454, -1.032, 2.886], [1.358, -2.260, 3.042], [2.063, -2.630, 1.743], [2.998, -3.822, 1.888], [-2.282, -3.710, -3.305], [-0.838, -4.241, -2.450], [-0.711, -3.046, -3.742], [-2.140, -2.608, -1.063], [-2.046, -1.420, -2.357], [0.421, -1.354, -2.186], [0.404, -2.573, -0.936], [-1.138, 0.018, -0.747], [0.637, -0.137, -0.207], [-1.532, -2.687, 1.337], [-0.072, -0.796, 3.811], [1.042, -0.150, 2.613], [0.777, -3.113, 3.402], [2.098, -2.048, 3.817], [2.617, -1.757, 1.373], [1.309, -2.864, 0.971], [3.769, -3.616, 2.631], [3.495, -4.058, 0.948], [2.453, -4.709, 2.211]],
  "lowdin_charge": [0.63, 0.03, 0.13, -0.27, 0.08, -0.20, -0.22, -0.18, -0.07, -0.02, 0.02, 0.00, -0.11, 0.09, 0.06, 0.10, -0.10, 0.09, -0.28, 0.08, -0.20, 0.04, 0.12, -0.23, -0.03, -0.05, -0.05, -0.05, -0.04, 0.15, 0.15, 0.16, 0.13, 0.13, 0.14, 0.14, 0.14, 0.15, 0.15, 0.15, 0.15, 0.15, 0.15, 0.12, 0.12, 0.12, 0.12, 0.12, -0.08, -0.27, -0.25, -0.30, 1.14, -0.28, -0.27, -0.29, -0.08, 0.09, 0.09, 0.08, 0.09, 0.12, 0.09, 0.10, 0.05, 0.05, 0.05, 0.08, 0.07, 0.12, 0.13, 0.10, 0.07, 0.09, 0.08, 0.09],
  "energy_ev": -138862.5920,
  "max_force_ev_per_a": 0.14,
  "charge": 3,
  "homo_ev": [-16.816, -16.815]
}